Formula: C18H38N2O26S6
Source: the OMol25 dataset
Level of theory: ωB97M-V/def2-TZVPD

Structure (ORCA input):
```
! wB97M-V def2-TZVPD RIJCOSX def2/J DEFGRID3
* xyz 0 1
C 5.39236 1.89534 -4.62220
C 4.54998 1.33384 -3.39893
O 4.85820 0.34759 -2.78421
N 3.41330 2.00082 -3.17087
C 2.36712 1.57816 -2.24550
H 6.07074 1.12942 -4.99807
H 5.89913 2.76889 -4.21207
H 4.87152 2.31052 -5.48501
H 3.23061 2.71020 -3.86622
H 1.52068 1.38039 -2.90316
H 2.27493 2.19584 -1.35215
H 2.62577 0.64836 -1.73888
C -0.88048 -2.28153 -5.26108
C 0.29146 -1.93018 -6.25021
O 0.22603 -2.32474 -7.43192
N 1.36408 -1.29615 -5.82355
C 2.56433 -1.02412 -6.60851
H -1.85845 -2.32418 -5.74053
H -1.05670 -1.53343 -4.48816
H -0.70761 -3.20122 -4.70218
H 1.44334 -1.08300 -4.83949
H 2.36788 -1.00709 -7.68053
H 3.36355 -1.73624 -6.40300
H 3.03777 -0.07701 -6.34976
C -2.21269 -4.78377 4.59221
C -1.27971 -3.61730 4.32630
O -1.96025 -2.65680 3.56703
S -3.60447 -2.77190 3.74084
O -4.35442 -2.72492 2.47412
O -3.99981 -1.88460 4.85191
O -3.50438 -4.34952 4.39359
H -2.16067 -5.01253 5.65667
H -2.07464 -5.63072 3.92012
H -0.33373 -3.88876 3.85776
H -1.10409 -3.06181 5.24754
C -4.79087 0.46419 0.36155
C -5.87423 -0.61131 0.28044
O -7.09191 0.01605 0.04687
S -7.04174 1.61379 0.34517
O -7.38255 1.75404 1.75830
O -7.74424 2.42448 -0.63528
O -5.36241 1.75134 0.19438
H -4.03098 0.29270 -0.40086
H -4.32874 0.43692 1.34836
H -5.95871 -1.07890 1.26142
H -5.85867 -1.34411 -0.52631
C 4.74470 -3.17322 3.71008
C 4.84823 -3.11632 5.28419
O 4.07673 -2.03258 5.62882
S 2.66750 -2.07153 4.69954
O 2.44731 -0.68613 4.16158
O 1.63202 -2.75789 5.42860
O 3.36903 -3.02644 3.56898
H 5.05908 -4.08348 3.19949
H 5.22568 -2.34499 3.18970
H 5.84802 -2.90436 5.66312
H 4.40748 -3.91593 5.87956
C -1.73219 3.05476 -3.29775
C -1.91811 1.83518 -2.39778
O -2.47129 0.79836 -3.22448
S -2.12200 1.10741 -4.79686
O -3.09228 0.55703 -5.72648
O -0.71222 0.84712 -4.92417
O -2.40781 2.71896 -4.43908
H -0.66845 3.08744 -3.53334
H -2.16901 3.98992 -2.94737
H -2.50589 1.90998 -1.48290
H -0.98378 1.47446 -1.96765
C 0.78599 -0.28546 1.00954
C 0.14785 -1.52892 1.76966
O -0.15355 -2.36520 0.71338
S -0.74468 -1.50339 -0.60348
O -2.07708 -1.00104 -0.30197
O -0.50042 -2.15329 -1.91715
O 0.35531 -0.37670 -0.40532
H 1.87074 -0.22454 0.92171
H 0.50959 0.67328 1.44833
H -0.71827 -1.22017 2.35499
H 0.89776 -1.96417 2.43018
C 0.38523 5.92569 3.49986
C 0.46416 5.27529 4.84441
O 1.81307 4.69871 4.79076
S 2.08968 3.96431 3.31263
O 1.31076 2.72849 3.22011
O 3.52081 3.79303 3.05499
O 1.26542 5.23821 2.64897
H 0.61916 6.98977 3.53285
H -0.60288 5.79356 3.05909
H -0.27907 4.48687 4.96315
H 0.32227 5.97086 5.67154
*
```

* HOMO level: -8.83 eV
* SMILES: O=S1(=O)OCCO1.O=S1(=O)OCCO1.O=S1(=O)OCCO1.O=S1(=O)OCCO1.O=S1(=O)OCCO1.O=S1(=O)OCCO1.CNC(C)=O.CNC(C)=O
* orbital gap: 0.3198 hartree
* strongest force on any atom: 4.686 eV Å⁻¹